No. 1
ORCA calculation (ωB97M-V/def2-TZVPD) on 10 unconnected molecules or ions with the total composition C5H32NO9S2 in a non-equilibrium geometry.

The geometry in XYZ format:
```
49
Properties=species:S:1:pos:R:3:forces:R:3:mulliken_spin:R:1
N 2.4298 1.0102 -0.7766 0.667 0.340 -0.005 0.308
C 1.8241 -0.4305 -0.8106 0.548 -0.770 3.193 0.229
C 0.3542 -0.3027 -0.6778 -3.527 1.231 -2.460 -0.192
S -0.6035 -1.5547 0.3486 1.283 1.029 -1.404 0.101
S -0.0539 -3.2072 -0.5903 -0.232 -0.813 0.000 0.013
C -2.3263 -1.0003 0.1597 0.070 0.595 3.135 0.042
C -3.0915 -1.5811 1.4295 0.285 0.274 0.107 -0.098
C -4.5937 -1.4837 1.1301 0.370 1.282 0.635 0.076
H 2.1581 1.6116 -1.6064 0.146 -0.815 1.137 -0.123
H 2.4622 1.6578 0.0809 -1.893 -1.265 -0.715 0.023
H 3.4344 0.9197 -0.6949 0.756 -0.296 -1.150 -0.055
H 2.1282 -0.9673 -1.7186 0.124 0.611 0.296 0.006
H 2.1424 -1.0785 0.1319 0.219 1.683 -1.879 -0.038
H 0.0247 0.6115 -0.1854 0.486 0.177 -0.159 0.162
H -0.1079 -0.1288 -1.7756 1.113 -0.722 3.297 0.079
H -2.8747 -1.1287 -0.7233 -0.073 -1.068 -1.439 -0.027
H -2.3457 0.1134 0.2985 0.492 -0.961 0.026 0.206
H -2.9226 -0.9986 2.3130 0.556 1.276 0.129 -0.032
H -2.7552 -2.5512 1.9283 -0.495 0.476 -1.775 0.021
H -4.8708 -0.7249 0.3567 0.454 -0.636 0.574 -0.035
H -4.8313 -2.4435 0.8218 -1.262 -1.711 -0.969 0.008
H -5.1707 -1.2416 2.0324 0.134 -0.138 -0.204 -0.005
H 4.9186 2.3256 1.2488 0.002 0.657 0.122 0.004
H 5.0536 0.8855 1.0416 2.027 -2.804 0.702 0.020
O 4.4789 1.5683 0.8693 -1.812 2.157 -0.656 -0.052
H 0.0661 3.6652 -1.1038 -5.310 -0.031 -2.947 0.013
H 0.6213 3.2455 0.2795 0.431 1.046 -2.807 0.019
O 0.8217 3.6598 -0.6578 5.095 -1.088 5.337 -0.033
H -1.5018 0.5585 -2.9029 0.304 0.343 0.330 0.102
H -2.0587 1.8448 -2.3754 0.846 0.088 0.184 -0.072
O -1.1906 1.3907 -2.4750 -1.461 0.423 -0.684 0.095
H -0.1435 2.0244 1.8676 0.846 -0.289 -0.696 0.151
H 0.8743 0.8802 1.5884 0.037 1.642 0.037 -0.067
O 0.7895 1.8754 1.4755 -0.050 -1.480 1.251 0.439
H 1.0163 -1.8821 -4.5063 0.551 -1.601 -0.385 -0.001
H 0.5619 -0.5738 -5.0126 -0.567 1.410 -1.986 0.020
O 0.7494 -1.0299 -4.2341 0.262 0.152 2.399 -0.023
H -1.8888 2.2305 0.7672 0.099 -0.366 0.788 0.258
H -2.3221 2.0562 2.2617 -0.130 0.089 0.039 0.144
O -1.6849 1.7140 1.6156 -0.673 0.575 -0.598 -0.540
H -1.9945 -1.8606 -3.3395 0.929 1.574 1.635 0.033
H -0.6495 -1.2680 -2.8834 0.965 -0.432 -0.408 0.011
O -1.5751 -1.1924 -2.6892 -2.605 -1.954 -1.998 -0.068
H 1.0407 3.4056 2.8557 2.759 -4.086 -3.990 0.016
H 1.0186 3.8192 4.1933 -0.459 0.490 0.104 -0.004
O 0.6072 3.9993 3.3341 -2.261 3.661 3.995 -0.136
H 2.7635 -2.0916 2.7483 1.232 -4.624 -0.267 -0.015
H 2.5808 -1.0025 3.7958 -0.279 -0.600 -3.196 0.009
O 2.5138 -1.2357 2.7783 -0.997 5.271 3.328 0.009
```
Forces are in eV/Å.

Properties
Multiplicity = 2
E_LUMO (alpha / beta) = -0.1131 / -0.1999 eV
Energy = -47285.5247 eV
Net charge = 0
Expectation value of S² = 0.7506
HOMO level (alpha / beta) = -2.35 / -7.80 eV

***

No. 2
ORCA calculation (ωB97M-V/def2-TZVPD) on 13 unconnected molecules or ions with the total composition C5H32O13 in a non-equilibrium geometry.

The geometry in XYZ format:
```
50
Properties=species:S:1:pos:R:3:forces:R:3:nbo_charge:R:1
C 1.0510 2.5938 1.9526 -0.833 -0.210 5.575 -0.275
C 2.1665 2.8674 1.3923 3.917 0.375 -3.331 -0.333
C -1.8154 2.9357 -0.5359 -1.509 -0.627 -2.006 -0.098
O -1.6066 2.4024 -1.8373 -0.643 -1.183 -2.900 -0.763
C -0.4562 2.9035 -0.0381 1.362 0.364 0.793 -0.228
C -0.1704 2.8570 1.2497 -1.690 -0.401 -0.258 -0.212
H 1.0884 2.2663 3.1205 -0.650 1.168 -3.234 0.228
H 1.9988 3.0229 0.2657 1.278 0.371 1.700 0.194
H 3.2524 2.7545 1.7904 -2.368 0.503 -0.565 0.192
H -2.2456 3.9608 -0.7441 0.296 -1.093 0.534 0.198
H -2.5502 2.2324 -0.0933 0.288 0.956 0.698 0.180
H -1.4187 1.4291 -1.9730 -0.618 1.499 1.141 0.486
H 0.1620 2.8871 -0.9188 1.011 -0.065 0.260 0.204
H -1.1323 3.0371 1.6970 0.094 -0.365 1.622 0.206
H 3.6990 1.0085 1.2374 -1.101 -0.718 -3.513 0.482
H 2.8245 0.1513 0.2073 -0.352 -0.530 0.520 0.488
O 3.4399 0.8783 0.2267 1.839 0.673 2.473 -0.963
H 0.7387 0.2568 4.3830 1.584 -1.754 3.122 0.487
H -0.4608 -0.0712 3.4119 -1.768 -2.010 0.061 0.509
O 0.2083 0.4944 3.6963 -0.579 3.272 -2.069 -0.944
H -2.7866 -2.4512 1.8195 1.903 -1.639 -1.701 0.459
H -3.5353 -1.1039 1.7095 0.249 -1.109 0.413 0.474
O -3.3574 -1.8962 2.2593 -2.712 2.445 1.638 -0.930
H -0.3172 -1.4134 -1.9541 1.066 0.029 -0.178 0.491
H -1.0629 -1.4329 -3.3360 0.588 0.329 1.474 0.516
O -1.1773 -1.3723 -2.3498 -2.117 0.023 -0.906 -1.010
H 3.8709 -2.2300 1.5355 -1.802 0.319 -0.785 0.491
H 2.3424 -1.5739 1.2924 0.875 -0.415 0.425 0.508
O 3.0073 -2.2738 1.0383 0.740 0.023 0.404 -1.032
H 2.3780 0.8168 -1.8058 0.356 -0.328 -0.716 0.500
H 0.9412 0.8836 -1.6150 0.846 -1.106 -1.697 0.477
O 1.5989 0.4580 -2.2751 -1.031 1.847 2.856 -0.968
H -1.1335 -3.1174 -1.5895 -1.989 0.254 3.595 0.539
H -1.1489 -3.2850 0.1759 -1.668 -0.018 -3.710 0.474
O -1.7536 -3.1297 -0.6990 3.418 -0.839 1.272 -1.011
H 0.9866 0.0050 2.3285 -0.557 1.389 2.313 0.487
H 0.4599 -0.2994 0.9974 -6.224 0.792 -4.274 0.485
O 1.1434 -0.3859 1.5124 7.847 -2.549 1.215 -0.977
H -2.1355 -0.1391 0.6542 2.955 -0.770 1.227 0.488
H -1.5654 -1.4550 0.3627 1.544 1.778 1.447 0.508
O -1.2577 -0.6428 0.9805 -4.928 -0.746 -3.699 -1.012
H 1.1331 -1.1936 -4.2895 0.646 -0.458 -0.146 0.481
H 0.4976 0.0972 -3.7561 -0.662 -2.848 -1.197 0.512
O 0.2621 -0.8339 -4.1766 0.772 3.367 -0.208 -0.979
H 2.1405 -3.4241 -1.7768 0.776 -0.900 -0.816 0.472
H 1.9164 -2.5881 -0.5864 -0.408 -0.169 -0.594 0.500
O 1.4719 -2.8669 -1.4251 -0.378 1.021 1.467 -0.980
H -3.5908 -1.0085 -1.8747 -1.748 0.330 3.396 0.495
H -3.9722 -2.0234 -0.7066 -0.570 3.551 -0.631 0.491
O -4.1292 -0.9885 -0.9403 2.657 -3.826 -2.504 -0.984
```
Forces are in eV/Å.

Properties
E_LUMO = -0.0076 eV
Energy = -32315.5578 eV
Net charge = 0
ΔE to the lowest compared entry with this formula, charge and spin = 5.822 eV
HOMO level = -8.79 eV

***

No. 3
ORCA calculation (ωB97M-V/def2-TZVPD) on 10 unconnected molecules or ions with the total composition C5H33N2O9S in a non-equilibrium geometry.

The geometry in XYZ format:
```
50
Properties=species:S:1:pos:R:3:forces:R:3:mulliken_spin:R:1
C 0.1873 -1.5974 2.0797 0.080 1.915 0.132 0.334
N 0.2649 -1.1482 0.6890 2.003 -1.528 -2.110 -0.467
C -0.8171 -1.5146 -0.2381 -0.552 -0.389 1.327 1.024
C -2.1619 -0.8499 0.0179 -0.343 1.658 -0.913 0.239
S -3.3683 -1.4049 1.2403 -0.381 -0.285 0.841 -0.002
C -0.0288 -0.2885 2.9296 2.679 -1.686 0.243 -0.092
N 0.7940 0.8413 2.3662 -1.259 2.175 -1.683 0.017
C 0.7072 2.0469 3.2641 1.001 0.021 0.581 0.100
H -0.6092 -2.3124 2.2557 -0.212 0.758 0.192 -0.033
H 1.0980 -2.1181 2.3898 -0.055 0.467 -0.141 0.036
H 1.1293 -1.5812 0.1804 -1.689 1.143 1.578 0.072
H -0.5374 -1.0803 -1.2228 0.192 -0.912 0.377 -0.051
H -1.0176 -2.6345 -0.2089 0.424 1.234 -0.659 -0.188
H -2.0938 0.2639 0.2985 0.213 -1.643 -0.307 0.043
H -2.5655 -0.8271 -1.0051 -0.657 0.035 0.416 -0.285
H -4.0650 -2.5149 0.8322 0.874 0.542 -0.469 0.003
H -1.0839 -0.0654 2.9182 -0.090 0.677 0.412 -0.040
H 0.5154 -0.4106 3.9352 -1.703 -0.018 -1.008 -0.021
H 1.7742 0.6445 2.1332 -0.116 -0.563 0.358 0.043
H 0.5086 1.1899 1.3903 -0.455 -1.110 1.341 0.037
H 0.0821 1.8705 4.1319 -0.316 -0.278 -0.211 -0.018
H 1.7061 2.1885 3.6602 0.178 0.254 0.079 0.006
H 0.3964 2.9771 2.7932 -0.020 -0.421 -0.356 -0.028
H 1.5452 3.3711 -0.3965 0.318 -0.514 0.323 0.030
H 0.6534 4.3800 -0.9809 -0.460 0.298 0.001 -0.021
O 0.7948 3.9212 -0.1453 0.625 0.244 -0.356 0.153
H -3.0254 2.6709 -1.7125 0.139 0.564 -0.242 0.147
H -1.7485 3.3705 -2.4791 -0.969 -0.778 0.772 0.128
O -2.1255 2.5569 -2.0461 0.443 0.174 -0.104 -0.413
H 0.0534 -4.9617 2.3585 0.554 0.398 0.551 0.005
H -0.3972 -4.1885 1.2648 0.088 0.794 -0.428 -0.013
O 0.1253 -4.0321 2.0671 -0.540 -3.069 -0.354 -0.058
H -1.0261 -3.7404 -2.4467 0.276 -0.102 0.472 -0.029
H -0.0203 -4.8683 -2.3599 0.012 -0.023 0.173 0.005
O -0.4613 -4.2128 -1.8023 -0.206 0.023 -0.676 -0.031
H 1.7132 0.2473 -2.5215 0.473 -0.713 -0.273 -0.035
H 0.8699 1.4341 -2.5261 0.736 0.506 0.501 0.139
O 1.6526 1.0695 -2.0285 -1.024 -0.164 -0.951 0.053
H 1.9990 -2.3869 -2.9986 -0.207 -0.471 0.023 -0.036
H 1.7636 -2.0298 -4.5130 0.121 0.076 0.793 -0.072
O 2.0823 -1.6929 -3.6520 0.032 0.510 -0.663 0.193
H -1.1492 2.2029 -0.0722 0.005 0.319 -0.502 0.059
H -0.4890 3.1220 0.9592 -0.195 0.197 -0.688 0.050
O -1.2212 2.5033 0.8382 -0.155 -0.631 1.040 0.004
H -1.0361 1.6298 -3.3818 -0.664 0.171 -0.220 0.140
H -0.3510 2.6996 -4.3484 -0.303 -0.080 -0.154 0.059
O -0.2164 2.0490 -3.6534 1.031 -0.192 -0.070 -0.251
H 3.7547 1.1159 0.2983 -0.064 0.179 0.193 0.073
H 2.6432 0.8677 -0.7376 -0.548 0.856 1.004 0.079
O 2.8018 1.2272 0.1855 0.688 -0.617 -0.186 -0.087
```
Forces are in eV/Å.

Properties
Multiplicity = 2
E_LUMO (alpha / beta) = 0.1938 / 0.1639 eV
Energy = -37958.5419 eV
Net charge = 0
Expectation value of S² = 0.7507
HOMO level (alpha / beta) = -2.10 / -8.95 eV

***

No. 4
ORCA calculation (ωB97M-V/def2-TZVPD) on 10 unconnected molecules or ions with the total composition C5H33N3O9 in a non-equilibrium geometry.

The geometry in XYZ format:
```
50
Properties=species:S:1:pos:R:3:forces:R:3:nbo_charge:R:1
C -0.8267 3.0328 1.5550 -2.784 -1.024 -1.989 -0.397
N -0.6413 1.8770 0.6420 0.169 -1.721 0.461 -0.675
C -1.5158 1.6995 -0.5425 4.266 1.711 -2.020 -0.243
C -1.6063 0.3350 -1.3299 -2.410 -1.130 4.968 -0.041
N -2.7846 0.0656 -2.1662 0.085 0.044 1.725 -0.831
C -1.6345 -0.7396 -0.1393 -1.622 -2.012 -3.487 -0.423
C -0.2440 -1.3689 -0.1207 -1.531 -0.222 -0.236 -0.218
N -0.0536 -1.8930 1.1919 2.391 -3.257 0.032 -0.845
H -1.1689 3.8428 0.8276 0.226 -0.548 1.458 0.182
H -1.6234 2.7753 2.3483 1.016 0.899 -1.040 0.173
H 0.0932 3.3042 2.0014 0.916 0.183 0.491 0.211
H -0.4685 1.0093 1.1669 -0.355 0.772 -0.389 0.365
H -0.9215 2.4670 -1.2457 -2.158 -1.351 0.994 0.179
H -2.5066 1.9079 -0.3968 -2.807 1.282 0.673 0.157
H -0.7197 0.2380 -1.8441 1.682 -0.625 -1.608 0.177
H -3.6948 0.0930 -1.6126 1.789 0.320 -1.084 0.359
H -2.7067 0.7771 -2.8413 -1.055 1.032 -1.325 0.377
H -2.3903 -1.6429 -0.4713 1.755 2.057 0.461 0.200
H -2.1469 -0.4621 0.7776 0.773 0.741 0.374 0.212
H 0.5500 -0.6620 -0.3776 -0.195 -0.010 0.195 0.166
H -0.3082 -2.0874 -0.9788 0.496 0.174 0.597 0.170
H -0.8850 -2.2815 1.6217 -0.299 0.398 -0.222 0.369
H 0.5548 -2.7865 1.1598 -0.920 1.985 0.183 0.358
O 0.0071 -0.9804 3.6144 -1.442 0.270 0.987 -0.980
H 0.2756 -0.4165 2.8885 0.938 -0.423 -0.135 0.503
H 0.7273 -1.4123 4.0597 0.662 0.247 -0.201 0.477
O 1.7044 0.9778 1.5292 3.892 0.639 -0.630 -0.955
H 2.6709 1.3267 1.3272 -2.885 -0.674 1.095 0.481
H 1.6003 0.5565 0.6664 -0.501 -0.145 0.077 0.474
O 2.7360 -0.5828 -1.1649 -1.981 -0.387 2.508 -0.994
H 3.6406 -0.7965 -1.1012 1.412 -0.025 -0.742 0.481
H 2.3872 -0.1685 -1.9363 0.571 0.144 -1.512 0.508
O -2.2333 2.9725 -3.0028 0.966 -3.789 -0.355 -0.928
H -2.4052 3.1811 -2.1228 -0.367 0.230 2.491 0.471
H -2.3997 3.7395 -3.4275 -0.821 3.830 -2.666 0.463
O 0.0147 -5.4120 0.8483 -3.232 0.514 2.169 -0.938
H 0.7496 -5.5115 0.3339 3.018 -0.497 -2.295 0.467
H -0.7553 -5.5387 0.2800 0.283 0.022 0.070 0.474
O 2.3817 2.6250 -0.8785 0.128 2.962 1.090 -0.941
H 1.4792 2.9783 -0.8763 0.274 -0.310 0.177 0.482
H 2.3280 1.7871 -1.2394 -0.305 -2.548 -1.203 0.458
O -2.0810 0.0367 5.2557 -3.046 -2.311 5.809 -0.928
H -1.7582 0.3379 4.5049 2.640 1.885 -5.510 0.462
H -2.3642 -0.8759 5.1021 0.327 0.450 -0.073 0.467
O 2.8304 -3.7424 -1.5434 -0.563 1.763 2.773 -0.929
H 3.6786 -3.5546 -1.0934 -0.044 -0.586 -0.759 0.457
H 2.2863 -3.2015 -0.8620 0.566 -1.201 -2.016 0.472
O 3.0790 0.8754 -3.3836 1.275 1.717 7.187 -0.953
H 3.9168 0.7130 -2.7902 -2.263 0.483 -2.580 0.489
H 3.1527 0.5854 -4.2133 1.071 -1.961 -4.966 0.478
```
Forces are in eV/Å.

Properties
E_LUMO = -0.1556 eV
Energy = -28613.5676 eV
SMILES = CNC[C@H](N)CCN.O.O.O.O.O.O.O.O.O
Net charge = 0
ΔE to the lowest compared entry with this formula, charge and spin = 5.511 eV
HOMO level = -8.14 eV